20
Properties=species:S:1:pos:R:3 method="wB97M-V/def2-TZVPD" homo_ev="-11.0 / -13.4" orbital_gap_ev="7.241 / 8.500" total_charge=+1 spin_multiplicity=5 energy_ha=-347.1508
C -1.819 -0.653 -2.004
Ru 1.561 -0.034 0.385
N 1.657 0.650 -1.553
H 0.090 -0.370 0.485
H -2.665 -0.066 -2.287
H -2.157 -1.571 -1.541
H -1.305 -0.003 -1.266
H -1.234 -0.828 -2.891
H 2.610 0.730 -1.944
H 1.240 1.580 -1.638
H 1.124 0.031 -2.166
C 1.747 0.904 4.211
C 0.941 0.543 2.951
O 1.509 1.279 1.836
H 2.780 0.588 4.061
H 1.391 0.410 5.120
H 1.690 1.992 4.360
H 1.023 -0.503 2.611
H -0.110 0.850 3.076
H 1.054 2.122 1.746